C37H39N7PSSe2Zr as an isolated structure. Source: OMol25; level of theory: ωB97M-V/def2-TZVPD.

Calculated values
Total charge: +3
Energy in Ha: -7405.44208
LUMO energy in eV: -9.17

```
88
C37H39N7PSSe2Zr, DFT ωB97M-V/def2-TZVPD
Zr -0.387 0.163 0.015
N -0.884 -4.060 2.921
C -0.311 -2.949 2.484
N -0.940 -1.964 1.898
C -2.327 -2.040 1.816
N -3.021 -1.015 1.439
N -2.203 0.094 1.238
C -2.690 1.214 1.613
C -1.768 2.339 1.738
C -2.177 3.554 2.232
C -1.210 4.522 2.488
C 0.118 4.203 2.280
C 0.440 2.949 1.780
N -0.477 2.035 1.483
C -3.014 -3.265 2.194
C -4.394 -3.447 2.039
C -4.973 -4.643 2.397
C -4.188 -5.674 2.927
C -2.832 -5.503 3.111
C -2.256 -4.293 2.744
H -0.327 -4.751 3.403
H 0.760 -2.870 2.635
H -3.706 1.277 1.989
H -3.225 3.730 2.437
H -1.492 5.494 2.874
H 0.907 4.906 2.510
H 1.473 2.668 1.634
H -4.994 -2.630 1.659
H -6.039 -4.787 2.278
H -4.649 -6.612 3.208
H -2.226 -6.295 3.536
C -3.962 -1.561 -1.554
C -2.465 -1.568 -1.604
C -1.721 -2.583 -0.996
C -0.334 -2.622 -1.077
C 0.466 -3.756 -0.515
C 0.328 -1.627 -1.820
C -0.400 -0.700 -2.579
C 0.228 0.061 -3.708
C -1.784 -0.630 -2.386
H -4.334 -1.999 -0.630
H -4.347 -2.155 -2.389
H -4.357 -0.551 -1.659
H -2.249 -3.394 -0.507
H 0.988 -4.269 -1.325
H -0.170 -4.485 -0.012
H 1.228 -3.391 0.178
H 1.391 -1.737 -1.995
H -0.109 1.098 -3.736
H -0.090 -0.411 -4.641
H 1.314 0.030 -3.666
H -2.355 0.065 -2.986
Se 1.366 1.811 -1.152
P 2.852 0.586 -0.090
Se 1.706 -0.506 1.450
C 3.594 -0.599 -1.225
C 3.905 -0.178 -2.518
C 4.526 -1.056 -3.394
C 4.837 -2.347 -2.981
C 4.548 -2.757 -1.686
C 3.929 -1.884 -0.802
C 4.177 1.553 0.610
C 4.263 2.925 0.385
C 5.354 3.626 0.884
C 6.337 2.957 1.598
C 6.243 1.587 1.823
C 5.163 0.877 1.332
H 3.666 0.829 -2.840
H 4.774 -0.729 -4.396
H 5.316 -3.031 -3.671
H 4.811 -3.755 -1.362
H 3.712 -2.202 0.210
H 3.499 3.437 -0.186
H 5.438 4.691 0.707
H 7.189 3.505 1.982
H 7.019 1.073 2.376
H 5.091 -0.191 1.507
C -3.390 5.986 -1.551
N -3.237 4.547 -1.329
C -2.124 3.865 -1.535
N -1.037 4.516 -1.947
S -2.142 2.153 -1.305
H -4.299 6.314 -1.059
H -3.465 6.223 -2.612
H -2.554 6.528 -1.109
H -4.058 4.001 -1.122
H -1.071 5.478 -2.245
H -0.197 4.000 -2.140
```